(1)
The following is a DFT calculation (ωB97M-V with the def2-TZVPD basis set) of a 2-piece molecular cluster, C3H5IN3 overall at a distorted geometry.

Structure (XYZ):
```
12
C3H5IN3, DFT ωB97M-V with the def2-TZVPD basis set
C -1.414 0.662 0.172
C 0.409 1.837 0.048
C -0.209 -1.595 -0.161
N -0.999 1.896 0.072
N -0.402 -0.186 -0.010
N 0.729 0.604 -0.049
I 3.951 -0.520 0.133
H -2.416 0.496 0.324
H 1.032 2.806 -0.055
H 0.199 -2.188 0.750
H -1.244 -1.997 -0.239
H 0.365 -1.816 -0.984
```

Summary:
gap between HOMO and LUMO (spin up / spin down) = 4.42 / 4.40 eV
energy relative to the best compared isomer or geometry (same formula, charge and spin) = 3.967 eV
total charge = +1


(2)
The following is a DFT calculation (ωB97M-V with the def2-TZVPD basis set) of one molecule with the formula C3H5IN4 at a distorted geometry.

Structure (XYZ):
```
13
C3H5IN4, DFT ωB97M-V with the def2-TZVPD basis set
C -0.876 -0.863 -0.121
C -2.059 -0.519 -0.800
C 1.850 1.432 0.076
N 0.247 -0.175 0.017
N -0.404 2.063 0.010
N 0.390 1.169 0.006
N -0.717 -2.182 0.181
I -3.803 -0.042 0.137
H 2.217 1.096 1.044
H 2.348 0.874 -0.712
H 2.008 2.501 -0.040
H -1.426 -2.837 -0.102
H 0.224 -2.517 0.304
```

Summary:
gap between HOMO and LUMO (spin up / spin down) = 6.13 / 6.14 eV
energy relative to the best compared isomer or geometry (same formula, charge and spin) = 5.458 eV


Q: Which formula does entry 2 have?
A: C3H5IN4


Q: energy relative to the best compared isomer or geometry (same formula, charge and spin) of number 1 (C3H5IN3)?
A: 3.967 eV


Q: energy relative to the best compared isomer or geometry (same formula, charge and spin) of number 1 (C3H5IN3)?
A: 3.967 eV